(1)
Density functional theory data (ωB97M-V/def2-TZVPD) for a structure of composition C32H35CoN9O4PS at a distorted geometry.

Structure (XYZ):
```
83
C32H35CoN9O4PS ωB97M-V/def2-TZVPD
Co -0.04 -0.06 -0.16
C -0.02 1.29 5.10
N 0.12 0.49 3.89
C 0.60 -0.79 3.83
C 0.61 -1.16 2.52
N 0.13 -0.11 1.78
C -0.15 0.87 2.62
P -0.80 2.49 2.09
C -2.13 1.87 1.02
N -1.96 0.97 0.05
C -3.13 0.90 -0.64
C -4.02 1.78 -0.08
N -3.38 2.38 0.96
C -3.94 3.42 1.81
C 0.36 2.72 0.70
N 0.52 1.84 -0.30
C 1.29 2.44 -1.25
C 1.60 3.70 -0.83
N 1.02 3.86 0.40
C 1.06 5.08 1.19
H 0.17 0.65 5.95
H -1.03 1.68 5.17
H 0.70 2.11 5.10
H 0.89 -1.33 4.72
H 0.95 -2.07 2.06
H -3.27 0.25 -1.48
H -5.04 2.01 -0.33
H -5.00 3.50 1.60
H -3.47 4.38 1.61
H -3.82 3.15 2.86
H 1.54 1.95 -2.17
H 2.17 4.49 -1.29
H 1.96 5.63 0.94
H 1.09 4.83 2.25
H 0.19 5.70 0.98
O 2.13 -0.25 0.04
S 3.35 0.19 -0.73
C 4.12 1.54 0.22
C 4.56 1.22 1.61
C 3.62 0.97 2.62
C 4.04 0.64 3.89
C 5.40 0.56 4.19
C 6.33 0.81 3.20
C 5.91 1.14 1.92
C 4.57 -1.11 -0.47
C 4.00 -2.44 -0.88
C 3.64 -3.36 0.10
C 3.13 -4.59 -0.26
C 2.98 -4.91 -1.61
C 3.33 -3.99 -2.58
C 3.84 -2.76 -2.22
H 3.36 2.32 0.20
H 4.96 1.88 -0.40
H 2.57 1.04 2.38
H 3.31 0.44 4.67
H 5.72 0.30 5.19
H 7.39 0.76 3.42
H 6.65 1.34 1.15
H 4.89 -1.10 0.57
H 5.42 -0.82 -1.11
H 3.77 -3.11 1.15
H 2.87 -5.31 0.50
H 2.60 -5.88 -1.89
H 3.23 -4.24 -3.63
H 4.14 -2.06 -2.99
O 1.00 -2.34 -1.20
N 0.91 -1.62 -2.14
O 0.39 -0.44 -2.01
N -2.81 -3.48 -3.86
C -3.65 -3.20 -2.84
O -4.86 -3.16 -2.93
C -3.01 -2.87 -1.51
C -3.60 -3.34 -0.35
C -3.05 -2.96 0.86
C -1.97 -2.10 0.87
N -1.40 -1.62 -0.25
C -1.92 -2.03 -1.42
H -3.22 -3.74 -4.74
H -1.84 -3.71 -3.70
H -4.48 -3.97 -0.41
H -3.46 -3.30 1.80
H -1.56 -1.76 1.81
H -1.49 -1.61 -2.32
```

Values from the calculation:
HOMO-LUMO gap (alpha / beta) ... 6.49 / 6.74 eV
F_max ... 0.04344 hartree/bohr
Net charge ... +2
Multiplicity ... 1
HOMO level (alpha / beta) ... -13.2 / -13.2 eV

---

(2)
Density functional theory data (ωB97M-V/def2-TZVPD) for a structure of composition C18H36NO3PdSi2 at a distorted geometry.

Structure (XYZ):
```
61
C18H36NO3PdSi2 ωB97M-V/def2-TZVPD
Pd 0.33 -0.54 0.14
C -0.22 -2.86 2.72
O 0.62 -2.55 1.63
C 1.94 -3.00 1.84
C 2.80 -2.57 0.65
O 2.63 -1.21 0.28
C 3.40 -0.23 0.99
C 2.86 0.10 2.37
O 1.46 0.24 2.29
C 0.88 0.75 3.48
H -0.26 -3.94 2.89
H 0.13 -2.38 3.64
H -1.22 -2.50 2.49
H 2.33 -2.61 2.78
H 1.96 -4.10 1.89
H 3.85 -2.79 0.87
H 2.49 -3.14 -0.22
H 4.44 -0.55 1.07
H 3.35 0.66 0.36
H 3.11 -0.68 3.10
H 3.33 1.03 2.70
H 1.18 1.79 3.65
H -0.20 0.69 3.37
H 1.19 0.15 4.34
C 0.21 -1.55 -2.76
Si 0.25 0.34 -2.53
C 2.05 0.89 -2.36
C -0.49 1.20 -4.05
C -0.90 0.76 -1.08
C -2.08 -0.11 -1.01
C -3.25 0.03 -1.76
C -4.27 -0.89 -1.58
C -4.10 -1.92 -0.66
C -2.91 -1.99 0.05
N -1.93 -1.11 -0.12
Si -1.08 2.44 -0.23
C -1.98 3.68 -1.32
C -2.04 2.06 1.36
C 0.63 3.10 0.22
H 0.89 -1.86 -3.55
H -0.80 -1.89 -3.03
H 0.50 -2.08 -1.84
H 2.46 1.09 -3.35
H 2.65 0.11 -1.90
H 2.15 1.81 -1.78
H 0.08 0.94 -4.95
H -0.45 2.28 -3.93
H -1.53 0.91 -4.22
H -3.33 0.84 -2.47
H -5.19 -0.82 -2.14
H -4.88 -2.65 -0.49
H -2.75 -2.79 0.77
H -2.96 3.31 -1.65
H -1.39 3.92 -2.21
H -2.15 4.61 -0.77
H -3.12 1.96 1.18
H -1.90 2.83 2.12
H -1.70 1.10 1.76
H 1.18 3.43 -0.66
H 1.21 2.32 0.72
H 0.55 3.96 0.89
```

Values from the calculation:
Energy relative to the best compared isomer or geometry (same formula, charge and spin) ... 3.75 kcal per mole
HOMO-LUMO gap (alpha / beta) ... 8.82 / 7.16 eV
<S²> ... 2.006
F_max ... 0.02300 hartree/bohr
Net charge ... +1
Multiplicity ... 3
HOMO level (alpha / beta) ... -10.8 / -11.6 eV

---

(3)
Density functional theory data (ωB97M-V/def2-TZVPD) for a structure of composition C49H49AsFN4O3PPt at a distorted geometry.

Structure (XYZ):
```
109
C49H49AsFN4O3PPt ωB97M-V/def2-TZVPD
Pt -0.40 0.25 -0.43
F 6.01 0.77 -2.71
C 5.67 0.45 -1.44
C 4.35 0.39 -1.13
C 3.93 0.09 0.17
C 2.51 0.07 0.50
O 1.70 0.34 -0.44
C 2.18 -0.25 1.83
C 3.20 -0.51 2.71
N 4.50 -0.50 2.42
C 5.48 -0.75 3.47
C 6.30 -2.01 3.42
C 5.22 -1.85 4.45
C 4.91 -0.18 1.13
C 6.27 -0.11 0.80
C 6.69 0.21 -0.48
N 8.06 0.26 -0.80
C 9.05 0.55 0.23
C 10.15 -0.50 0.17
N 10.45 -0.81 -1.29
C 10.07 0.33 -2.18
C 8.56 0.50 -2.15
C 0.79 -0.31 2.44
O 0.72 -0.35 3.66
O -0.23 -0.30 1.65
H 3.62 0.60 -1.90
H 2.93 -0.73 3.73
H 5.95 0.15 3.83
H 7.33 -1.94 3.73
H 6.11 -2.70 2.61
H 5.49 -1.68 5.48
H 4.32 -2.44 4.31
H 6.98 -0.34 1.57
H 8.62 0.54 1.22
H 9.46 1.56 0.09
H 9.84 -1.43 0.64
H 11.07 -0.15 0.64
H 9.91 -1.63 -1.57
H 11.44 -1.05 -1.40
H 10.41 0.12 -3.19
H 10.61 1.21 -1.82
H 8.10 -0.21 -2.84
H 8.33 1.50 -2.53
C -0.69 6.50 -1.35
C -0.60 5.02 -1.19
C -0.19 4.19 -2.23
C -0.15 2.82 -2.05
N -0.50 2.25 -0.89
C -0.89 3.04 0.14
C -0.95 4.41 0.02
H -0.35 6.82 -2.33
H -0.10 7.01 -0.59
H -1.73 6.83 -1.22
H 0.10 4.61 -3.18
H 0.16 2.16 -2.84
H -1.14 2.53 1.06
H -1.26 5.00 0.87
C -3.79 0.43 0.10
C -5.18 -0.13 -0.21
As -5.51 -1.80 0.80
C -7.41 -1.97 0.39
C -7.87 -1.77 -0.91
C -9.21 -1.97 -1.21
C -10.10 -2.38 -0.22
C -9.63 -2.60 1.07
C -8.30 -2.40 1.37
C -5.61 -0.91 2.53
C -6.57 0.06 2.82
C -6.56 0.70 4.05
C -5.60 0.37 5.00
C -4.64 -0.60 4.72
C -4.65 -1.24 3.48
P -2.48 -0.16 -1.01
C -2.66 -1.94 -1.11
C -1.97 -2.70 -0.16
C -2.14 -4.08 -0.13
C -3.00 -4.69 -1.03
C -3.68 -3.93 -1.98
C -3.51 -2.56 -2.02
C -2.76 0.58 -2.63
C -2.38 -0.10 -3.79
C -2.46 0.53 -5.02
C -2.89 1.84 -5.11
C -3.24 2.54 -3.95
C -3.17 1.91 -2.72
H -3.46 0.18 1.11
H -3.77 1.52 0.04
H -5.32 -0.30 -1.28
H -5.94 0.59 0.10
H -7.20 -1.45 -1.69
H -9.57 -1.80 -2.22
H -11.14 -2.54 -0.46
H -10.32 -2.93 1.84
H -7.95 -2.57 2.38
H -7.33 0.31 2.09
H -7.31 1.44 4.28
H -5.60 0.86 5.97
H -3.89 -0.86 5.46
H -3.91 -2.00 3.27
H -1.32 -2.22 0.56
H -1.62 -4.67 0.61
H -3.14 -5.76 -1.00
H -4.35 -4.42 -2.68
H -4.05 -1.98 -2.76
H -2.03 -1.12 -3.73
H -2.18 -0.01 -5.92
H -2.96 2.33 -6.07
H -3.57 3.57 -4.02
H -3.45 2.46 -1.83
```

Values from the calculation:
Energy relative to the best compared isomer or geometry (same formula, charge and spin) ... 36.49 kcal per mole
HOMO-LUMO gap ... 6.37 eV
F_max ... 0.02004 hartree/bohr
Net charge ... +2
Multiplicity ... 1
HOMO level ... -11.1 eV

---

(4)
Density functional theory data (ωB97M-V/def2-TZVPD) for a structure of composition C16H23BN6OSTeTi.

Structure (XYZ):
```
50
C16H23BN6OSTeTi ωB97M-V/def2-TZVPD
Ti -1.47 -0.89 0.41
B -4.32 -0.38 -0.92
N -3.80 0.88 -0.16
C -4.34 2.09 -0.04
C -3.60 2.82 0.89
C -2.61 1.95 1.30
N -2.73 0.77 0.66
N -3.23 -0.82 -1.96
C -3.21 -0.80 -3.28
C -2.05 -1.43 -3.73
C -1.40 -1.81 -2.57
N -2.12 -1.45 -1.50
H -5.34 -0.11 -1.49
H -4.39 -1.28 -0.11
H -5.22 2.35 -0.60
H -3.78 3.83 1.22
H -1.82 2.11 2.02
H -4.03 -0.37 -3.83
H -1.75 -1.60 -4.75
H -0.47 -2.33 -2.45
C 0.92 2.31 0.27
N 1.87 1.24 -0.01
C 3.28 1.57 0.11
C 4.09 0.68 -0.81
C 3.78 -0.76 -0.49
N 2.34 -0.99 -0.45
C 1.92 -2.38 -0.63
C 1.46 -0.01 -0.22
O 0.20 -0.27 -0.22
H 1.17 3.18 -0.34
H 0.97 2.60 1.32
H -0.09 2.00 0.03
H 3.60 1.46 1.15
H 3.40 2.62 -0.16
H 5.16 0.87 -0.67
H 3.85 0.90 -1.85
H 4.21 -1.05 0.47
H 4.20 -1.42 -1.25
H 1.90 -2.64 -1.68
H 0.95 -2.56 -0.18
H 2.64 -3.02 -0.12
Te -1.41 -2.94 2.09
C 0.09 -1.59 2.69
C 1.46 -1.70 2.68
C 2.12 -0.52 3.10
C 1.27 0.48 3.43
S -0.36 -0.01 3.23
H 1.97 -2.62 2.40
H 3.20 -0.44 3.20
H 1.50 1.46 3.81
```

Values from the calculation:
Energy relative to the best compared isomer or geometry (same formula, charge and spin) ... 0.00 kcal per mole
HOMO-LUMO gap (alpha / beta) ... 7.70 / 8.08 eV
<S²> ... 0.756
F_max ... 0.01015 hartree/bohr
Net charge ... +1
Multiplicity ... 2
HOMO level (alpha / beta) ... -11.0 / -11.0 eV

---

(5)
Density functional theory data (ωB97M-V/def2-TZVPD) for a structure of composition C24H26ClKN4P.

Structure (XYZ):
```
57
C24H26ClKN4P ωB97M-V/def2-TZVPD
K 0.25 0.51 -0.85
Cl -2.09 -1.26 -0.22
C -3.68 -0.50 -0.35
C -4.73 -1.39 -0.51
C -6.02 -0.88 -0.61
C -6.23 0.48 -0.53
C -5.16 1.34 -0.35
C -3.84 0.87 -0.25
P -2.44 2.04 -0.12
C -1.89 1.85 1.61
C -0.66 2.41 1.96
C -0.18 2.32 3.26
C -0.92 1.64 4.22
C -2.13 1.07 3.88
C -2.62 1.17 2.59
C -3.24 3.67 -0.14
C -3.74 4.27 1.01
C -4.36 5.51 0.93
C -4.49 6.15 -0.29
C -3.98 5.56 -1.44
C -3.35 4.32 -1.36
H -4.54 -2.45 -0.57
H -6.85 -1.56 -0.75
H -7.23 0.89 -0.61
H -5.34 2.41 -0.29
H -0.08 2.97 1.22
H 0.77 2.78 3.52
H -0.54 1.57 5.23
H -2.71 0.54 4.63
H -3.57 0.72 2.33
H -3.65 3.78 1.97
H -4.75 5.97 1.83
H -4.98 7.11 -0.35
H -4.07 6.05 -2.40
H -2.94 3.87 -2.26
C 3.50 -0.52 -1.26
N 2.83 -0.04 -0.03
C 3.24 -0.93 1.08
N 4.69 -0.96 1.25
C 5.29 -1.42 0.00
N 4.95 -0.55 -1.13
C 5.41 0.81 -0.81
N 4.81 1.32 0.42
C 3.36 1.31 0.27
C 5.15 0.40 1.51
H 3.24 0.14 -2.09
H 3.14 -1.53 -1.48
H 2.89 -1.94 0.87
H 2.78 -0.58 2.00
H 4.95 -2.43 -0.22
H 6.38 -1.44 0.11
H 5.15 1.48 -1.64
H 6.49 0.80 -0.70
H 3.09 1.99 -0.55
H 2.90 1.67 1.19
H 4.70 0.76 2.44
H 6.24 0.39 1.64
```

Values from the calculation:
Energy relative to the best compared isomer or geometry (same formula, charge and spin) ... 0.99 kcal per mole
HOMO-LUMO gap ... 8.56 eV
F_max ... 0.00671 hartree/bohr
Net charge ... +1
Multiplicity ... 1
HOMO level ... -11.3 eV

---

(6)
Density functional theory data (ωB97M-V/def2-TZVPD) for a structure of composition C23H17BrIN2O2Pd.

Structure (XYZ):
```
47
C23H17BrIN2O2Pd ωB97M-V/def2-TZVPD
Pd -0.51 -0.60 0.53
C 2.77 -1.43 -0.27
O 1.78 -0.39 -0.19
C 2.18 0.89 -0.01
C 3.51 1.27 0.04
C 3.84 2.60 0.21
C 2.85 3.57 0.32
C 1.53 3.21 0.27
C 1.16 1.86 0.12
N -0.17 1.43 0.10
N -1.02 2.40 0.12
C -2.35 2.21 0.08
C -3.07 0.92 -0.07
O -2.51 -0.19 -0.11
C -4.52 0.96 -0.21
C -5.19 2.11 -0.17
C -4.53 3.39 0.00
C -5.28 4.56 0.04
C -4.65 5.79 0.17
C -3.27 5.85 0.28
C -2.51 4.70 0.25
C -3.12 3.44 0.11
H 3.32 -1.50 0.67
H 3.45 -1.23 -1.10
H 2.22 -2.35 -0.45
H 4.30 0.53 -0.04
H 4.89 2.88 0.25
H 3.12 4.61 0.44
H 0.75 3.95 0.37
H -5.00 0.00 -0.34
H -6.27 2.12 -0.26
H -6.35 4.50 -0.05
H -5.24 6.69 0.19
H -2.77 6.81 0.38
H -1.44 4.75 0.34
Br 1.81 -5.66 1.57
C 0.29 -5.36 0.49
C -0.03 -6.31 -0.47
C -1.13 -6.12 -1.29
C -1.92 -4.99 -1.15
C -1.61 -4.04 -0.19
C -0.50 -4.23 0.63
I -0.08 -2.76 2.05
H 0.59 -7.19 -0.58
H -1.37 -6.86 -2.04
H -2.79 -4.84 -1.78
H -2.23 -3.16 -0.07
```

Values from the calculation:
HOMO-LUMO gap (alpha / beta) ... 7.05 / 5.83 eV
<S²> ... 2.087
F_max ... 0.00941 hartree/bohr
Net charge ... +1
Multiplicity ... 3
HOMO level (alpha / beta) ... -11.0 / -11.5 eV

---

(7)
Density functional theory data (ωB97M-V/def2-TZVPD) for the molecule C7H13N at a distorted geometry.

Structure (XYZ):
```
21
C7H13N ωB97M-V/def2-TZVPD
C 0.09 -0.71 2.17
C 0.34 0.39 1.47
C 0.78 1.68 2.08
C 0.33 0.33 -0.03
C 1.42 0.51 -0.75
C -1.07 0.21 -0.62
C -1.13 -0.46 -1.99
N -0.60 -1.81 -2.04
H 0.36 -0.75 3.22
H -0.30 -1.67 1.86
H 1.77 1.98 1.70
H 0.10 2.49 1.81
H 0.84 1.65 3.16
H 2.38 0.79 -0.31
H 1.41 0.46 -1.83
H -1.64 -0.40 0.09
H -1.50 1.21 -0.71
H -2.18 -0.52 -2.27
H -0.64 0.16 -2.73
H 0.15 -1.93 -1.36
H -1.25 -2.53 -1.78
```

Values from the calculation:
Energy relative to the best compared isomer or geometry (same formula, charge and spin) ... 32.73 kcal per mole
HOMO-LUMO gap ... 10.02 eV
F_max ... 0.02691 hartree/bohr
SMILES ... C=C(C)C(=C)CCN
Multiplicity ... 1
HOMO level ... -9.1 eV